1.
{"formula": "C35H38GeO2Si2V", "method": "ωB97M-V with the def2-TZVPD basis set", "symbols": ["V", "C", "Si", "C", "C", "C", "C", "C", "C", "C", "Si", "C", "C", "H", "H", "H", "H", "H", "H", "H", "H", "H", "H", "H", "H", "H", "H", "H", "H", "C", "C", "O", "C", "C", "C", "C", "C", "C", "O", "H", "H", "H", "H", "H", "H", "H", "C", "Ge", "C", "C", "C", "C", "C", "C", "C", "C", "C", "C", "C", "C", "C", "C", "C", "C", "H", "H", "H", "H", "H", "H", "H", "H", "H", "H", "H", "H", "H", "H", "H"], "positions_angstrom": [[-0.89680, -0.20479, -0.31386], [-2.88180, -2.22381, 1.82192], [-3.15174, -1.25614, 0.22703], [-3.29940, -2.52370, -1.15662], [-4.71592, -0.25708, 0.35993], [-5.99357, -0.74384, 0.64784], [-7.07363, 0.12566, 0.68202], [-6.88567, 1.47870, 0.42685], [-5.61968, 1.96861, 0.14130], [-4.51991, 1.10931, 0.10624], [-2.72096, 1.60255, -0.23640], [-2.41634, 2.93385, 1.05687], [-2.75414, 2.34793, -1.96457], [-3.78270, -2.79668, 2.06257], [-2.67290, -1.55891, 2.66320], [-2.04802, -2.92068, 1.72341], [-4.17492, -3.15858, -0.98784], [-2.41390, -3.16042, -1.20204], [-3.41886, -2.03881, -2.12803], [-6.15052, -1.79953, 0.84553], [-8.06537, -0.24763, 0.90691], [-7.73479, 2.15129, 0.45354], [-5.48775, 3.02865, -0.05402], [-3.26294, 3.62799, 1.03267], [-1.49859, 3.50227, 0.91476], [-2.39127, 2.49759, 2.05777], [-3.64690, 2.97157, -2.07052], [-2.81711, 1.55993, -2.72065], [-1.88151, 2.95626, -2.17633], [1.34324, -2.80649, 2.16177], [0.81477, -2.16217, 0.91359], [0.01063, -1.20735, 1.11842], [1.21467, -2.64293, -0.39237], [2.23559, -3.62314, -0.46007], [2.69815, -4.11985, -1.64484], [2.13261, -3.65278, -2.84519], [1.13919, -2.71360, -2.82182], [0.64789, -2.16602, -1.62077], [-0.32527, -1.27848, -1.70928], [0.88833, -2.31992, 3.01988], [2.42626, -2.69587, 2.22011], [1.10155, -3.87009, 2.17489], [2.68454, -3.97542, 0.45759], [3.48956, -4.85646, -1.65733], [2.48533, -4.03425, -3.79493], [0.69673, -2.33360, -3.73444], [0.56938, 3.55950, -1.37755], [0.67809, 1.86588, -0.36466], [1.36418, 2.44509, 1.39984], [2.39849, 3.37808, 1.46880], [2.94272, 3.75457, 2.69103], [2.45795, 3.20172, 3.86815], [1.42708, 2.27295, 3.81755], [0.88897, 1.90154, 2.59284], [2.19380, 0.92333, -1.29607], [2.10687, 0.92858, -2.67062], [2.96350, 0.16041, -3.48912], [3.90489, -0.64595, -2.92304], [4.04160, -0.70023, -1.51692], [5.01068, -1.54160, -0.91382], [5.15182, -1.59888, 0.44158], [4.31433, -0.81309, 1.26388], [3.36272, -0.00308, 0.71231], [3.19225, 0.09253, -0.69554], [1.55726, 4.02069, -1.37671], [-0.13741, 4.23936, -0.90167], [0.25970, 3.41377, -2.41061], [2.80022, 3.80779, 0.55834], [3.74947, 4.47676, 2.72393], [2.88300, 3.49163, 4.82082], [1.04316, 1.84072, 4.73387], [0.08789, 1.16875, 2.56817], [1.34641, 1.52866, -3.15668], [2.85734, 0.20351, -4.56637], [4.55850, -1.25773, -3.53455], [5.64390, -2.14322, -1.55661], [5.90514, -2.23541, 0.88836], [4.43625, -0.84125, 2.34016], [2.73371, 0.59145, 1.35620]], "lowdin_charge": [0.563, -0.206, 0.551, -0.203, -0.316, -0.092, -0.094, -0.090, -0.096, -0.312, 0.489, -0.206, -0.196, 0.030, 0.031, 0.015, 0.032, 0.020, 0.032, 0.100, 0.099, 0.100, 0.099, 0.030, 0.003, 0.032, 0.033, 0.032, -0.007, 0.012, -0.312, -0.112, -0.079, -0.029, -0.075, -0.053, -0.008, -0.288, -0.189, 0.097, 0.081, 0.102, 0.111, 0.107, 0.113, 0.127, -0.249, 0.904, -0.350, -0.110, -0.086, -0.096, -0.089, -0.139, -0.238, -0.119, -0.080, -0.052, -0.172, -0.048, -0.087, -0.087, -0.034, -0.166, 0.016, 0.016, 0.003, 0.096, 0.100, 0.098, 0.100, 0.087, 0.090, 0.104, 0.113, 0.112, 0.101, 0.105, 0.082], "e_lumo_ev": [-0.7, -0.9], "homo_energy_ev": [-7.617, -7.364], "e_above_lowest_kcal_mol": 0.0, "fmax_ev_per_a": 0.84, "spin_multiplicity": 2}

=====

2.
{"formula": "C35H39BO4", "method": "ωB97M-V with the def2-TZVPD basis set", "symbols": ["C", "C", "C", "O", "B", "C", "C", "C", "C", "C", "C", "C", "C", "C", "O", "C", "C", "C", "H", "H", "H", "H", "H", "H", "H", "H", "H", "H", "H", "H", "H", "H", "H", "H", "H", "H", "H", "H", "H", "H", "C", "O", "C", "C", "C", "C", "C", "C", "C", "C", "C", "O", "C", "C", "C", "C", "C", "C", "C", "C", "C", "C", "H", "H", "H", "H", "H", "H", "H", "H", "H", "H", "H", "H", "H", "H", "H", "H", "H"], "positions_angstrom": [[-3.32111, -1.04020, 1.55669], [-2.11631, -0.79790, 2.47146], [-1.40552, -2.12324, 2.75684], [-1.18516, 0.08348, 1.83482], [-0.51326, 0.80865, 2.97407], [0.99308, 0.27389, 3.12063], [1.57187, 0.13919, 4.36061], [2.87193, -0.31148, 4.46658], [3.58744, -0.62178, 3.32735], [3.00183, -0.48524, 2.08464], [1.70113, -0.03641, 1.98384], [-0.48310, 2.38824, 2.67146], [-0.35856, 3.28595, 3.82861], [-0.56438, 2.78986, 1.42402], [-1.26787, 0.54912, 4.25476], [-2.49431, -0.05499, 3.82909], [-3.50952, 1.06066, 3.57155], [-3.02418, -1.00304, 4.91018], [-4.06619, -1.66632, 2.04683], [-3.78886, -0.10201, 1.26508], [-3.00225, -1.53969, 0.64298], [-2.08161, -2.84514, 3.21451], [-1.02412, -2.55156, 1.83108], [-0.56088, -1.96027, 3.42439], [0.99506, 0.37217, 5.23928], [3.32576, -0.42448, 5.43727], [4.60145, -0.97700, 3.40871], [3.55606, -0.73538, 1.19526], [1.21921, 0.05095, 1.02559], [-0.32004, 2.71677, 4.75852], [0.54966, 3.88680, 3.76319], [-1.21207, 3.96260, 3.88642], [-0.54620, 3.83136, 1.17301], [-0.65945, 2.08364, 0.62341], [-4.47664, 0.65714, 3.27171], [-3.64948, 1.65431, 4.47380], [-3.14492, 1.72199, 2.78707], [-3.93186, -1.50703, 4.57894], [-2.28366, -1.75557, 5.17359], [-3.25522, -0.44598, 5.81685], [5.89100, 7.25227, 0.19780], [5.18359, 6.32322, 0.98238], [4.46755, 5.36434, 0.27178], [3.64496, 4.51375, 1.02739], [2.92376, 3.51477, 0.44337], [2.95311, 3.31189, -0.95152], [2.23085, 2.21968, -1.49314], [1.83822, 2.01649, -2.83711], [1.50327, 0.71907, -3.28360], [1.13487, 0.49472, -4.57915], [1.03166, 1.54864, -5.49951], [0.67926, 1.28206, -6.84826], [1.68965, 0.78777, -7.71915], [1.63230, -0.51306, -8.22520], [2.61896, -0.98700, -9.05986], [3.67584, -0.17267, -9.41844], [3.74738, 1.11834, -8.93196], [2.76996, 1.59342, -8.08749], [1.28692, 2.85062, -5.04164], [1.68655, 3.07904, -3.75493], [3.77618, 4.17297, -1.71484], [4.51394, 5.16177, -1.11981], [6.36618, 7.96830, 0.87014], [6.66509, 6.75200, -0.38660], [5.19655, 7.78508, -0.45321], [3.61531, 4.66445, 2.09161], [2.30866, 2.87466, 1.05060], [1.96770, 1.44239, -0.79578], [1.56363, -0.10299, -2.59140], [0.89987, -0.49782, -4.91873], [0.80353, -1.13914, -7.94720], [2.57245, -1.99802, -9.43058], [4.44778, -0.54596, -10.07069], [4.57155, 1.75382, -9.21315], [2.81178, 2.60094, -7.71382], [1.14742, 3.67059, -5.72288], [1.82684, 4.08697, -3.40840], [3.87583, 4.00279, -2.77192], [5.16872, 5.76684, -1.72187]], "lowdin_charge": [-0.020, -0.483, -0.016, -0.002, -0.806, -0.094, -0.037, -0.095, -0.125, -0.114, -0.069, -0.253, -0.060, -0.010, 0.004, -0.482, -0.016, -0.018, 0.081, 0.075, 0.078, 0.077, 0.085, 0.090, 0.111, 0.092, 0.086, 0.083, 0.093, 0.075, 0.070, 0.084, 0.043, 0.045, 0.077, 0.088, 0.087, 0.081, 0.076, 0.081, -0.079, -0.048, -0.187, 0.042, 0.037, -0.179, 0.151, -0.183, 0.025, 0.030, -0.174, 0.007, -0.222, -0.011, -0.078, -0.086, -0.079, -0.016, 0.021, 0.001, 0.005, 0.007, 0.102, 0.097, 0.101, 0.134, 0.115, 0.126, 0.132, 0.129, 0.117, 0.109, 0.105, 0.107, 0.111, 0.126, 0.119, 0.116, 0.108], "e_lumo_ev": -3.3, "homo_energy_ev": -6.613, "e_above_lowest_kcal_mol": 8.3, "fmax_ev_per_a": 2.74}

=====

- What is the formula in the first record?
  C35H38GeO2Si2V